1.
Computed, not measured: 2 unconnected molecules or ions with the total composition ClH3NO2P in a non-equilibrium geometry, with wB97M-V/def2-TZVPD.

Each line ends with the Löwdin charge.
CARTESIAN COORDINATES (ANGSTROEM)
N -2.104193 -0.176332 0.044096  -0.0088
O 0.472946 0.253861 -0.569325  -0.5019
O -1.179252 -1.251305 0.432722  -0.4792
P 0.384278 -1.014621 0.177373  0.8287
Cl 3.658333 0.610290 0.116907  0.2485
H -2.167195 0.347746 1.003687  0.1231
H -1.632717 0.489697 -0.634034  0.0697
H 2.567800 0.740663 -0.571427  -0.2800

Atoms 1-2, force components in eV/Å:
N -0.123 1.368 1.957
O 0.745 0.187 -0.134

Values from the calculation:
- LUMO energy: -0.0174 hartree
- HOMO: -10.760 eV
- Kohn-Sham gap: 10.288 eV
- Energy: -1008.55871 Eh
- Relative energy (zero: lowest compared OMol25 entry of this formula, charge and spin): 247.6 kJ/mol
- F_max: 0.052 hartree/bohr

=====

2.
Computed, not measured: a molecular structure, CN4O4 in a non-equilibrium geometry, with wB97M-V/def2-TZVPD.

Each line ends with the Löwdin charge.
CARTESIAN COORDINATES (ANGSTROEM)
C 2.525278 0.393095 0.626197  -0.4121
N 3.519085 0.255574 1.214766  0.1764
N -0.733935 -0.239126 -0.937838  0.2071
N -2.191552 -0.207229 -0.791319  -0.3656
N -0.104284 -0.100591 0.113469  -0.1205
O -2.762628 0.228857 -1.767281  0.1451
O 1.593416 0.419166 -0.220118  0.0410
O -2.551753 -0.546860 0.291220  0.1439
O -0.224845 -0.411363 1.248481  0.1847

Atoms 1-2, force components in eV/Å:
C -0.170 -1.087 0.109
N -0.272 0.354 0.381

Values from the calculation:
- LUMO energy (spin up / spin down): -0.1210 / -0.1210 hartree
- HOMO (spin up / spin down): -11.232 / -11.233 eV
- Kohn-Sham gap (spin up / spin down): 7.939 / 7.940 eV
- Energy: -557.74638 Eh
- Relative energy (zero: lowest compared OMol25 entry of this formula, charge and spin): 296.0 kJ/mol
- F_max: 0.065 hartree/bohr